Computed, not measured: 2 unconnected molecules or ions with the total composition CH6N4S in a non-equilibrium geometry, with wB97M-V/def2-TZVPD.

```
12
Properties=species:S:1:pos:R:3:lowdin_charge:R:1
C 1.03849 0.16064 -0.03300 -0.414
N -2.55109 -1.79313 0.31208 -0.057
N 2.34207 -0.27366 -0.12579 0.022
N 0.63457 1.30615 -0.35975 0.007
N -1.89606 -0.83131 0.02145 -0.511
S -2.40284 0.86259 -0.00127 0.671
H 0.40798 -0.64147 0.51267 0.120
H -3.61410 -1.67471 0.57365 0.079
H 3.16213 0.21297 -0.59303 0.115
H 2.72285 -0.67864 0.75334 0.095
H -1.28885 1.35300 -0.51438 -0.222
H 1.44484 1.99757 -0.54597 0.095
```

Values from the calculation:
- ΔE to the lowest compared entry with this formula, charge and spin (eV) = 1.747
- multiplicity = 1
- Kohn-Sham gap (eV) = 9.50
- SMILES string = [H]/N=C\N.[H]/N=N\S

Computed, not measured: CH6N4S in the gas phase in a non-equilibrium geometry, with wB97M-V/def2-TZVPD.

```
12
Properties=species:S:1:pos:R:3:lowdin_charge:R:1
C 0.29311 -0.73096 0.62290 -0.567
H 1.39023 1.28135 1.01061 0.044
H 1.28524 1.54476 -0.42245 0.115
H 2.23514 -0.77126 1.10494 0.171
H -1.08644 -1.58774 1.66627 0.084
H -1.48951 -0.00703 0.76361 0.056
H -2.46156 -0.16478 -2.07176 -0.053
N 1.98744 0.94250 0.26421 -0.037
N 1.62613 -0.44839 0.22027 -0.097
N 0.04924 -1.47909 1.75683 0.054
N -0.75540 -0.05914 0.06491 -0.418
S -1.37398 0.71245 -1.37076 0.648
```

Values from the calculation:
- ΔE to the lowest compared entry with this formula, charge and spin (eV) = 2.984
- multiplicity = 1
- Kohn-Sham gap (eV) = 9.33
- SMILES string = [H]/N=C(/NN)NS

Computed, not measured: a molecular structure, CH6N4S2 in a non-equilibrium geometry, with wB97M-V/def2-TZVPD.

```
13
Properties=species:S:1:pos:R:3:lowdin_charge:R:1
C 0.65084 -0.02633 -0.31445 -0.485
H -1.71697 1.79012 -0.54820 0.127
H -2.30767 0.70679 -1.76209 0.116
H 0.15977 1.12576 -2.03289 0.127
H -1.46868 -0.46223 0.30528 0.199
H -0.66450 0.28470 2.79174 -0.152
H 2.41762 -2.02022 1.02728 -0.138
N -1.54161 0.85074 -1.05108 -0.059
N -0.15783 0.52047 -1.29511 -0.057
N -0.21716 -0.90708 0.56967 -0.475
N 2.01209 -0.12937 -0.57641 -0.392
S -0.21728 -0.91605 2.25629 0.607
S 3.05138 -0.81729 0.62998 0.582
```

Values from the calculation:
- ΔE to the lowest compared entry with this formula, charge and spin (eV) = 3.127
- multiplicity = 1
- Kohn-Sham gap (eV) = 7.98

Computed, not measured: 2 unconnected molecules or ions with the total composition CH6NO in a non-equilibrium geometry, with wB97M-V/def2-TZVPD.

```
9
Properties=species:S:1:pos:R:3:lowdin_charge:R:1
O -2.13053 0.19061 0.49514 -0.565
H -2.29156 1.09430 0.34063 -0.208
C 1.05673 0.22898 0.07025 -0.246
N 0.10661 -0.66886 -0.72373 -0.145
H 0.57671 0.49469 1.09000 0.055
H 2.08959 -0.28059 0.42783 0.070
H 1.21456 1.13483 -0.52970 0.025
H -0.90926 -0.47049 -0.57658 -0.031
H 0.28716 -1.72347 -0.59384 0.045
```

Values from the calculation:
- charge = -1
- ΔE to the lowest compared entry with this formula, charge and spin (eV) = 0.659
- multiplicity = 1
- Kohn-Sham gap (eV) = 7.24

Computed, not measured: 2 unconnected molecules or ions with the total composition CH6NO, with wB97M-V/def2-TZVPD.

```
9
Properties=species:S:1:pos:R:3:lowdin_charge:R:1
O 0.81864 -1.63391 1.46133 -0.642
H 0.62887 -2.54689 1.70373 -0.229
C 0.31979 0.69714 -0.69538 -0.220
N -1.13497 0.65877 -0.39792 -0.104
H 0.85867 0.15386 0.08123 0.021
H 0.62821 1.74740 -0.75990 0.047
H 0.44840 0.28745 -1.69809 0.052
H -1.33333 -0.33358 -0.26144 0.038
H -1.23430 0.96975 0.56645 0.037
```

Values from the calculation:
- charge = -1
- ΔE to the lowest compared entry with this formula, charge and spin (eV) = 0.240
- multiplicity = 1
- Kohn-Sham gap (eV) = 7.16

Computed, not measured: 2 unconnected molecules or ions with the total composition CH6NO in a non-equilibrium geometry, with wB97M-V/def2-TZVPD.

```
9
Properties=species:S:1:pos:R:3:lowdin_charge:R:1
O 1.51317 -2.41301 -0.92140 -0.666
H 1.71054 -2.26958 0.01320 -0.227
C -0.60371 1.01120 0.59041 -0.230
N -0.64875 0.08768 -0.54056 -0.078
H -0.05020 1.92936 0.36304 0.052
H 0.01421 0.57264 1.38318 0.060
H -1.60116 1.18268 0.97810 0.040
H -0.37145 0.57788 -1.37867 0.036
H 0.03736 -0.67884 -0.48730 0.013
```

Values from the calculation:
- charge = -1
- ΔE to the lowest compared entry with this formula, charge and spin (eV) = 0.314
- multiplicity = 1
- Kohn-Sham gap (eV) = 6.47

Computed, not measured: 2 unconnected molecules or ions with the total composition CH6NO in a non-equilibrium geometry, with wB97M-V/def2-TZVPD.

```
9
Properties=species:S:1:pos:R:3:lowdin_charge:R:1
O 0.76000 1.63886 -1.65990 -0.646
H 1.36230 2.25571 -1.32037 -0.274
C -0.88394 -0.38833 1.07704 -0.234
N 0.11829 -1.40912 0.63769 -0.105
H -0.78396 0.63477 0.56858 0.072
H -2.04054 -0.47254 1.08019 0.068
H -0.73660 -0.41675 2.13358 0.016
H 0.81298 -0.89992 0.03190 0.058
H -0.21852 -2.01834 -0.14076 0.046
```

Values from the calculation:
- charge = -1
- ΔE to the lowest compared entry with this formula, charge and spin (eV) = 1.004
- multiplicity = 1
- Kohn-Sham gap (eV) = 6.73

Computed, not measured: 2 unconnected molecules or ions with the total composition CH6NO3PS in a non-equilibrium geometry, with wB97M-V/def2-TZVPD.

```
13
Properties=species:S:1:pos:R:3:lowdin_charge:R:1
C 1.74894 0.87159 0.37972 0.032
N 0.29754 0.74125 0.88501 -0.212
O -0.08047 -2.08994 -0.21710 -0.357
O -2.50402 -1.37360 -0.29815 -0.236
O -0.59841 1.05025 -0.05099 -0.280
P -1.12116 -1.48163 -1.05845 0.113
S -1.29704 -1.25296 -2.92001 0.314
H 1.46473 1.71831 -0.29431 0.114
H 2.33766 1.06648 1.15367 0.026
H 2.28680 0.06059 -0.09844 0.096
H 0.10296 1.33865 1.72836 0.184
H 0.22532 -0.19013 1.23319 0.110
H -2.86285 -0.45886 -0.44251 0.094
```

Values from the calculation:
- ΔE to the lowest compared entry with this formula, charge and spin (eV) = 0.660
- multiplicity = 1
- Kohn-Sham gap (eV) = 9.88
- SMILES string = C[NH2+][O-].O=P(O)=S

Computed, not measured: 2 unconnected molecules or ions with the total composition CH6NO4P2 in a non-equilibrium geometry, with wB97M-V/def2-TZVPD.

```
14
Properties=species:S:1:pos:R:3:lowdin_charge:R:1
C -1.24668 1.36835 -1.11275 -0.532
N -1.30347 2.42636 -1.77199 -0.055
O 0.49895 -0.88919 3.00171 -0.271
O 1.67924 -2.08638 1.29298 -0.322
O 1.34322 0.52303 0.97174 -0.343
O -0.16958 -1.03116 -0.55366 -0.693
P -1.09861 -0.46788 -1.61414 0.568
P 1.79452 -0.65383 2.09042 0.658
H -1.52164 1.58594 0.03427 0.084
H -1.09577 2.41953 -2.81469 0.033
H 0.62972 0.02809 0.46994 -0.040
H -0.10741 -1.13946 2.33580 0.006
H 1.03322 -2.03436 0.55041 0.012
H -0.43569 -0.04905 -2.88005 -0.105
```

Values from the calculation:
- charge = -1
- ΔE to the lowest compared entry with this formula, charge and spin (eV) = 1.316
- multiplicity = 1
- Kohn-Sham gap (eV) = 7.87

Computed, not measured: CH6NOP in the gas phase in a non-equilibrium geometry, with wB97M-V/def2-TZVPD.

```
10
Properties=species:S:1:pos:R:3:lowdin_charge:R:1
C 1.40503 -0.39675 -0.18907 -0.222
N -0.78516 -0.34236 0.87408 -0.335
O 0.36889 -1.09387 0.28539 -0.261
P -2.13811 -0.00556 -0.13874 0.789
H 2.02510 -1.17516 -0.82385 0.124
H 2.06457 0.06618 0.57750 0.083
H 1.25198 0.33884 -1.00747 0.076
H -1.02544 -0.70752 1.73980 0.023
H -2.93851 -0.18696 0.95011 -0.121
H -1.86472 1.28612 -0.00628 -0.154
```

Values from the calculation:
- ΔE to the lowest compared entry with this formula, charge and spin (eV) = 4.427
- multiplicity = 1
- Kohn-Sham gap (eV) = 9.79
- SMILES string = CONP

Computed, not measured: 2 unconnected molecules or ions with the total composition CH6NOS in a non-equilibrium geometry, with wB97M-V/def2-TZVPD.

```
10
Properties=species:S:1:pos:R:3:lowdin_charge:R:1
S 2.22904 -0.80920 1.01546 -0.147
H 2.90732 -1.00440 -0.11741 -0.457
N -0.52712 0.05171 -1.24940 0.001
C -1.04688 -0.08130 0.08011 -0.352
O -0.44549 0.94631 0.99915 -0.205
H -1.02215 0.82410 -1.68402 0.049
H 0.44121 0.32745 -1.17609 0.036
H -2.06293 0.27739 0.15916 0.091
H -0.77749 -1.00594 0.57255 0.070
H 0.30449 0.47387 1.40050 -0.087
```

Values from the calculation:
- charge = -1
- ΔE to the lowest compared entry with this formula, charge and spin (eV) = 0.551
- multiplicity = 1
- Kohn-Sham gap (eV) = 7.16

Computed, not measured: 2 unconnected molecules or ions with the total composition CH6NOS, with wB97M-V/def2-TZVPD.

```
10
Properties=species:S:1:pos:R:3:lowdin_charge:R:1
S 0.97915 2.55143 -1.04576 -0.195
H 0.61037 2.24806 -2.30139 -0.427
N -1.16292 -0.94794 1.03233 -0.011
C 0.21978 -0.86187 0.51568 -0.393
O 0.20376 -0.51860 -0.84312 -0.159
H -1.72726 -0.73146 0.21520 0.053
H -1.30340 -0.14377 1.63599 0.044
H 0.72491 -1.82173 0.63067 0.087
H 0.76831 -0.11807 1.08512 0.093
H 0.68729 0.34395 -0.92472 -0.091
```

Values from the calculation:
- charge = -1
- ΔE to the lowest compared entry with this formula, charge and spin (eV) = 0.298
- multiplicity = 1
- Kohn-Sham gap (eV) = 7.35